ORCA calculation (ωB97M-V/def2-TZVPD) on a molecular structure, C19H28ClIrO6.

- net charge = +1
- LUMO level (alpha / beta) (Eh) = -0.081 / -0.334
- 2S+1 = 6
- ⟨S²⟩ = 8.775
- HOMO energy (alpha / beta) (eV) = -9.408 / -11.681
- Kohn-Sham gap (alpha / beta) (eV) = 7.216 / 2.596

```
55
Properties=species:S:1:pos:R:3:mulliken_charge:R:1
O -0.51 -3.87 -0.65 -0.301
C 0.46 -4.79 -0.05 -0.491
C -0.11 -6.03 -0.72 -0.931
H 0.38 -4.80 1.04 0.286
H 1.50 -4.59 -0.37 0.345
C -1.15 -5.03 -1.27 1.479
H -0.49 -6.81 -0.05 0.331
H 0.54 -6.46 -1.48 0.287
C -2.52 -5.35 -0.69 -1.705
H -2.50 -5.48 0.40 0.377
H -2.88 -6.30 -1.11 0.419
H -3.26 -4.59 -0.95 0.368
C -1.16 -4.94 -2.77 -1.673
H -0.14 -4.74 -3.14 0.369
H -1.85 -4.16 -3.09 0.366
H -1.49 -5.90 -3.19 0.401
Ir -0.18 3.14 -0.25 1.101
C 1.42 4.46 -1.12 -0.272
C 1.83 3.87 0.12 -0.734
C 1.87 2.43 -0.06 -0.222
H 2.04 4.44 1.01 0.586
C 1.40 2.15 -1.39 -0.293
C 1.13 3.41 -2.04 -1.045
H 0.73 3.55 -3.04 0.484
H 1.34 5.53 -1.26 0.492
H 2.16 1.72 0.71 0.463
H 1.26 1.15 -1.81 0.544
C -1.78 4.54 0.49 -0.402
C -2.32 3.66 -0.51 -0.794
C -2.14 2.30 -0.06 -0.551
H -2.77 4.00 -1.44 0.450
C -1.50 2.36 1.26 -0.353
C -1.32 3.75 1.59 -0.491
H -0.89 4.17 2.50 0.508
H -1.75 5.63 0.46 0.575
H -2.39 1.38 -0.59 0.530
H -1.23 1.52 1.88 0.534
O -0.10 -1.35 1.94 -0.492
C -0.14 -1.17 0.49 1.322
C 1.29 -1.31 -0.08 -0.183
H -0.62 -0.20 0.24 -0.831
H -0.78 -1.93 0.04 -0.003
C 2.06 -2.06 1.03 -0.487
H 1.71 -0.30 -0.17 -0.172
H 1.34 -1.79 -1.06 0.407
C 1.27 -1.69 2.31 -0.551
H 3.11 -1.73 1.10 0.429
H 2.05 -3.16 0.86 -0.050
H 1.73 -0.79 2.77 0.267
H 1.28 -2.49 3.07 0.344
O 2.08 7.65 1.71 -0.377
Cl 0.81 6.96 1.82 1.617
O -0.05 7.60 2.79 -0.365
O 0.15 6.88 0.51 -0.388
O 1.06 5.55 2.27 -0.527
```

---

ORCA calculation (ωB97M-V/def2-TZVPD) on a molecular structure, C19H28CuIO2.

- net charge = -1
- LUMO level (alpha / beta) (Eh) = 0.097 / 0.041
- 2S+1 = 2
- ⟨S²⟩ = 0.771
- HOMO energy (alpha / beta) (eV) = -3.858 / -3.326
- Kohn-Sham gap (alpha / beta) (eV) = 6.490 / 4.445

```
51
Properties=species:S:1:pos:R:3:mulliken_charge:R:1
O 1.60 -0.25 -0.16 -0.552
C 0.64 0.23 -1.08 1.811
C 1.40 -0.16 -2.36 -0.818
H 0.60 1.31 -0.95 -0.967
H -0.33 -0.24 -0.87 -0.773
C 2.44 -0.67 -1.29 1.602
H 1.71 0.68 -3.01 0.283
H 0.90 -0.94 -2.95 0.307
C 3.67 0.20 -1.09 -1.351
H 3.39 1.25 -1.16 0.209
H 4.46 -0.01 -1.80 0.392
H 4.07 0.12 -0.08 0.273
C 2.52 -2.21 -1.32 -1.355
H 1.56 -2.62 -1.69 0.241
H 2.72 -2.70 -0.36 0.212
H 3.26 -2.56 -2.05 0.403
Cu -2.96 -0.86 1.81 -0.371
C -2.75 -3.71 0.85 -0.584
C -3.79 -2.74 0.98 -0.217
C -3.46 -1.63 0.07 -0.435
H -4.77 -2.91 1.43 0.541
C -2.22 -1.98 -0.58 -0.778
C -1.82 -3.25 -0.12 -0.591
H -0.99 -3.85 -0.53 0.407
H -2.67 -4.64 1.40 0.497
H -4.11 -0.79 -0.17 0.543
H -1.77 -1.44 -1.42 0.725
C -0.81 -3.06 3.21 -0.210
C 0.53 -3.26 2.83 -0.984
C 1.04 -2.03 2.32 -0.490
H 1.11 -4.18 2.89 0.398
C 0.01 -1.06 2.39 -0.029
C -1.11 -1.66 3.06 -0.716
H -1.90 -1.11 3.60 0.481
H -1.52 -3.84 3.49 0.545
H 2.06 -1.89 1.96 0.533
H 0.01 -0.02 2.07 0.467
O 0.07 3.01 -0.15 -0.445
C 1.05 3.49 -1.15 0.000
C 0.83 4.97 -1.45 -0.648
H 0.87 2.94 -2.09 0.086
H 2.07 3.24 -0.79 0.244
C -0.53 5.30 -0.81 -0.366
H 0.80 5.07 -2.53 0.284
H 1.65 5.57 -1.05 0.253
C -0.96 4.03 -0.06 -0.470
H -1.26 5.51 -1.60 0.243
H -0.46 6.13 -0.10 0.273
H -1.88 3.60 -0.48 0.255
H -1.13 4.21 1.00 0.206
I -3.83 1.39 1.92 -0.564
```

---

ORCA calculation (ωB97M-V/def2-TZVPD) on a molecular structure, C19H28GdNO4.

- LUMO level (alpha / beta) (Eh) = 0.012 / -0.079
- 2S+1 = 8
- ⟨S²⟩ = 16.072
- HOMO energy (alpha / beta) (eV) = -7.365 / -7.366
- Kohn-Sham gap (alpha / beta) (eV) = 7.692 / 5.209

```
53
Properties=species:S:1:pos:R:3:mulliken_charge:R:1
O -0.31 -1.18 0.41 -0.200
C -1.53 -1.75 1.01 -0.072
C -0.94 -3.15 1.20 -0.637
H -2.32 -1.59 0.25 -0.537
H -1.77 -1.23 1.92 0.333
C 0.21 -2.54 0.31 1.486
H -1.61 -3.96 0.84 0.307
H -0.50 -3.38 2.20 0.307
C 0.17 -2.92 -1.19 -0.784
H -0.76 -2.53 -1.68 -0.236
H 0.13 -4.01 -1.32 0.430
H 1.08 -2.59 -1.74 0.282
C 1.58 -2.75 0.99 -1.787
H 1.41 -2.60 2.06 0.480
H 2.42 -2.06 0.66 0.156
H 1.91 -3.81 0.92 0.439
Gd 1.08 1.62 0.30 1.109
C 2.47 1.57 2.73 -0.591
C 1.57 2.68 2.65 -0.622
C 0.24 2.17 2.74 -0.889
H 1.87 3.73 2.58 0.612
C 0.33 0.75 2.70 -0.314
C 1.70 0.39 2.62 -0.468
H 2.11 -0.62 2.56 0.391
H 3.53 1.65 2.96 0.518
H -0.65 2.78 2.94 0.451
H -0.50 0.05 2.83 0.532
C 3.53 2.17 0.19 -0.721
C 3.63 0.77 0.40 -0.044
C 2.98 0.10 -0.68 -0.621
H 4.25 0.27 1.16 0.471
C 2.67 1.09 -1.67 -1.089
C 3.03 2.37 -1.12 -0.258
H 3.07 3.31 -1.67 0.391
H 3.84 2.98 0.86 0.516
H 2.88 -0.98 -0.81 0.691
H 2.36 0.89 -2.70 0.462
O -2.29 0.20 -1.76 -0.305
C -2.92 -1.15 -2.08 -0.087
C -4.36 -0.99 -2.60 -0.642
H -2.95 -1.70 -1.12 0.298
H -2.26 -1.79 -2.73 0.323
C -4.67 0.50 -2.41 -0.500
H -5.09 -1.55 -1.99 0.261
H -4.48 -1.25 -3.67 0.260
C -3.34 1.17 -1.98 -0.479
H -5.39 0.58 -1.56 0.222
H -5.08 0.93 -3.32 0.303
H -3.48 1.73 -1.05 0.284
H -3.08 1.92 -2.74 0.260
O 1.76 5.58 0.38 -0.552
N 1.51 4.40 0.61 0.328
O 0.96 3.72 -0.39 -0.466
```

---

ORCA calculation (ωB97M-V/def2-TZVPD) on a molecular structure, C19H28IN11O3Pt.

- net charge = +4
- LUMO level (alpha / beta) (Eh) = -0.367 / -0.537
- 2S+1 = 5
- ⟨S²⟩ = 6.045
- HOMO energy (alpha / beta) (eV) = -18.692 / -19.036
- Kohn-Sham gap (alpha / beta) (eV) = 8.708 / 4.415

```
63
Properties=species:S:1:pos:R:3:mulliken_charge:R:1
Pt -0.64 0.40 -0.12 3.402
N -3.02 0.17 -0.90 -0.648
N -3.45 1.25 -1.68 -0.350
C -2.62 2.28 -1.97 0.590
N -3.07 3.25 -2.74 -0.314
N -1.41 2.20 -1.39 -0.285
N -0.47 3.18 -1.57 0.864
O -0.69 4.15 -2.27 -0.724
O 0.52 3.04 -0.88 -0.540
H -3.04 -0.67 -1.47 0.275
H -3.69 0.03 -0.14 0.311
H -4.38 1.22 -2.08 0.166
H -3.99 3.23 -3.14 0.191
H -2.45 4.01 -2.99 0.214
O 1.54 0.75 0.44 -0.762
C 2.52 0.98 -0.33 0.592
C 3.69 1.61 0.24 -0.530
C 4.78 1.90 -0.51 -0.862
C 4.79 1.55 -1.87 -0.720
C 3.69 0.93 -2.46 -1.439
C 2.55 0.62 -1.75 1.194
C 1.44 -0.06 -2.40 0.252
N 0.27 -0.44 -1.89 0.302
C -0.43 -1.08 -2.89 -0.419
C 0.33 -1.10 -4.02 -0.977
N 1.48 -0.46 -3.70 -0.039
H 3.64 1.85 1.29 0.533
H 5.64 2.39 -0.07 0.482
H 5.67 1.74 -2.47 0.469
H 3.77 0.69 -3.51 0.470
H -1.40 -1.51 -2.74 0.397
H 0.13 -1.51 -4.99 0.480
H 2.25 -0.32 -4.34 0.163
C 1.28 -3.39 2.10 -1.005
C 1.10 -2.11 1.26 -0.513
N -0.33 -1.73 1.17 -0.148
C -1.05 -2.79 0.43 -0.309
C -0.79 -4.18 1.06 -0.980
N -0.08 -3.96 2.36 0.005
C -0.88 -3.03 3.22 -0.982
C -0.88 -1.64 2.53 -0.525
H 1.74 -3.20 3.07 0.337
H 1.87 -4.14 1.59 0.370
H 1.48 -2.25 0.25 0.445
H 1.64 -1.28 1.71 0.394
H -0.70 -2.79 -0.60 0.286
H -2.11 -2.56 0.44 0.482
H -0.16 -4.82 0.44 0.359
H -1.72 -4.72 1.26 0.355
H 0.02 -4.86 2.84 0.323
H -0.42 -3.00 4.21 0.368
H -1.88 -3.45 3.33 0.350
H -0.28 -0.93 3.10 0.441
H -1.90 -1.26 2.49 0.413
I -2.84 4.61 4.14 0.706
C -1.71 3.35 3.03 -0.783
C -0.32 3.44 2.83 -0.030
N 0.00 2.43 2.05 0.544
N -1.08 1.67 1.70 -0.391
C -2.12 2.22 2.27 -0.311
H 0.40 4.15 3.22 0.512
H 0.91 2.17 1.67 0.005
H -3.12 1.81 2.17 0.543
```

---

ORCA calculation (ωB97M-V/def2-TZVPD) on a molecular structure, C19H28MnNPS.

- LUMO level (alpha / beta) (Eh) = 0.011 / -0.026
- 2S+1 = 6
- ⟨S²⟩ = 8.776
- HOMO energy (alpha / beta) (eV) = -6.879 / -7.239
- Kohn-Sham gap (alpha / beta) (eV) = 7.190 / 6.545

```
51
Properties=species:S:1:pos:R:3:mulliken_charge:R:1
C 2.48 -2.31 -2.92 -0.672
C 2.76 -1.05 -2.37 -0.557
C 1.99 -0.52 -1.29 0.912
C 0.86 -1.24 -0.88 -0.648
C 0.46 -2.36 -1.64 1.581
C 1.31 -2.98 -2.55 -0.794
C 2.48 0.74 -0.65 0.635
C 2.54 2.01 -1.57 -1.398
N 1.30 2.41 -2.18 0.331
Mn -0.19 -1.20 0.97 -1.083
C -0.93 -2.93 -1.43 -1.203
P -1.87 -1.69 -0.43 1.080
H 3.65 -0.51 -2.72 0.351
H 1.06 -3.96 -2.97 0.412
H 3.15 -2.76 -3.66 0.375
H -0.89 -3.88 -0.88 0.447
H -1.49 -3.11 -2.37 0.482
H 1.82 1.00 0.20 -1.077
H 3.50 0.61 -0.25 0.493
H 2.87 2.88 -0.97 0.516
C -3.50 -2.37 -0.06 -1.126
C -2.05 -0.32 -1.63 -1.075
H 3.29 1.86 -2.37 0.440
C 0.94 1.93 -3.48 -0.939
C 0.45 3.40 -1.57 -0.885
H -1.00 -2.45 1.94 0.223
H 1.24 2.63 -4.27 0.329
H 1.44 0.97 -3.66 0.244
H -0.15 1.82 -3.53 0.289
H 0.78 4.43 -1.75 0.290
H -0.56 3.31 -2.00 0.295
H 0.39 3.25 -0.47 0.223
H -2.64 -0.59 -2.52 0.406
H -2.53 0.54 -1.14 0.393
H -1.07 0.02 -1.98 0.031
H -3.77 -3.19 -0.73 0.365
H -3.48 -2.74 0.97 0.360
H -4.24 -1.57 -0.13 0.377
H -1.44 -1.83 2.13 0.002
S 0.44 0.72 1.95 -0.318
C -0.15 0.87 3.54 0.526
C -0.89 2.02 3.85 -0.548
C -1.55 2.10 5.07 -0.500
C -1.44 1.06 6.00 -0.409
C -0.62 -0.04 5.73 -0.493
C 0.06 -0.13 4.52 -0.489
H -0.95 2.82 3.11 0.347
H -2.15 2.99 5.30 0.355
H -1.97 1.12 6.95 0.343
H -0.50 -0.83 6.47 0.360
H 0.73 -0.95 4.28 0.402
```

---

ORCA calculation (ωB97M-V/def2-TZVPD) on C19H28N2O3 in the gas phase.

- LUMO level (Eh) = 0.018
- SMILES string = COCCN(CCOC)Cc1c(C)[nH]c2c(C)c(C)ccc2c1=O
- 2S+1 = 1
- HOMO energy (eV) = -8.025
- Kohn-Sham gap (eV) = 8.520

```
52
Properties=species:S:1:pos:R:3:mulliken_charge:R:1
C 3.18 5.34 1.54 -0.675
O 3.57 4.16 0.89 -0.436
C 2.51 3.34 0.44 -0.470
C 1.71 2.69 1.59 -0.821
N 0.77 1.70 1.10 0.418
C -0.40 1.53 1.96 -0.893
C -0.17 1.55 3.49 -0.691
O 0.79 0.65 3.98 -0.321
C 0.34 -0.67 4.17 -0.510
C 1.39 0.43 0.75 -1.042
C 0.52 -0.39 -0.18 -0.238
C 0.12 0.09 -1.39 0.469
C 0.51 1.44 -1.90 -1.205
N -0.66 -0.65 -2.22 -0.017
C -1.10 -1.92 -1.91 -0.462
C -1.90 -2.64 -2.82 0.706
C -2.27 -2.00 -4.13 -1.843
C -2.32 -3.91 -2.47 1.445
C -3.18 -4.74 -3.38 -1.719
C -1.95 -4.45 -1.23 -1.069
C -1.17 -3.75 -0.35 -0.758
C -0.73 -2.46 -0.68 0.239
C 0.11 -1.71 0.26 1.047
O 0.43 -2.19 1.35 -0.876
H 2.45 5.90 0.95 0.306
H 2.75 5.14 2.53 0.256
H 4.08 5.93 1.66 0.253
H 2.99 2.58 -0.17 0.162
H 1.83 3.93 -0.19 0.355
H 1.14 3.48 2.08 0.605
H 2.42 2.27 2.32 0.231
H -0.87 0.59 1.67 0.424
H -1.10 2.34 1.74 0.314
H 0.17 2.54 3.80 0.357
H -1.15 1.36 3.97 0.475
H 1.13 -1.18 4.71 0.202
H -0.58 -0.69 4.76 0.361
H 0.17 -1.19 3.22 0.188
H 1.62 -0.18 1.63 0.373
H 2.34 0.64 0.24 0.610
H -0.13 1.75 -2.72 0.406
H 0.45 2.16 -1.09 0.168
H 1.54 1.42 -2.25 0.262
H -0.93 -0.25 -3.11 0.259
H -2.83 -1.08 -3.96 0.378
H -1.38 -1.76 -4.70 0.379
H -2.89 -2.66 -4.73 0.428
H -4.12 -4.24 -3.59 0.369
H -2.67 -4.92 -4.33 0.368
H -3.40 -5.70 -2.93 0.387
H -2.28 -5.45 -0.97 0.330
H -0.87 -4.16 0.60 0.516
```

---

ORCA calculation (ωB97M-V/def2-TZVPD) on a molecular structure, C19H28N5O3PdS.

- net charge = +1
- LUMO level (Eh) = -0.110
- 2S+1 = 1
- HOMO energy (eV) = -11.245
- Kohn-Sham gap (eV) = 8.242

```
57
Properties=species:S:1:pos:R:3:mulliken_charge:R:1
Pd -0.43 -0.12 -0.02 0.409
N -3.62 0.01 0.53 -0.049
C -2.90 0.58 1.56 0.718
C -3.66 0.97 2.67 -0.745
C -3.04 1.51 3.77 -0.368
C -1.65 1.64 3.76 -1.081
C -0.98 1.25 2.63 -0.190
N -1.57 0.74 1.53 0.136
C -3.30 -0.39 -0.76 0.880
C -4.32 -0.91 -1.57 -0.748
C -4.05 -1.14 -2.89 -0.417
C -2.79 -0.85 -3.40 -0.878
C -1.83 -0.39 -2.53 -0.263
N -2.08 -0.19 -1.23 -0.161
H -4.59 -0.12 0.75 0.147
H -4.73 0.84 2.65 0.384
H -3.62 1.81 4.63 0.434
H -1.11 2.03 4.60 0.456
H 0.10 1.30 2.60 0.290
H -5.30 -1.11 -1.15 0.389
H -4.82 -1.55 -3.54 0.426
H -2.55 -1.00 -4.45 0.424
H -0.81 -0.19 -2.83 0.662
C 3.33 -1.32 -2.37 -1.583
C 1.84 -1.11 -2.59 1.595
C 1.49 -1.26 -4.07 -1.681
O 1.44 0.18 -2.12 -0.295
C 1.06 -2.17 -1.79 0.224
O 1.29 -3.33 -2.02 -0.649
O 0.16 -1.79 -0.92 -0.720
H 3.90 -0.62 -2.98 0.447
H 3.60 -2.34 -2.64 0.427
H 3.57 -1.17 -1.32 0.066
H 2.00 -0.49 -4.65 0.459
H 0.42 -1.20 -4.26 0.311
H 1.83 -2.23 -4.43 0.405
H 1.73 0.85 -2.75 0.296
C 2.14 4.56 1.58 -0.979
C 1.98 3.79 0.28 -0.880
N 1.51 2.42 0.48 0.195
C 2.26 1.37 0.84 0.444
S 1.58 -0.18 1.12 0.033
N 3.57 1.55 0.98 -0.110
C 4.54 0.52 1.37 -0.596
C 4.66 0.38 2.88 -1.063
H 2.51 5.57 1.38 0.372
H 2.83 4.08 2.27 0.284
H 1.18 4.65 2.09 0.308
H 2.91 3.76 -0.28 0.404
H 1.26 4.27 -0.37 0.436
H 0.52 2.25 0.45 0.128
H 3.92 2.50 0.95 0.220
H 5.49 0.79 0.92 0.492
H 4.22 -0.42 0.91 0.162
H 4.98 1.31 3.34 0.333
H 5.39 -0.39 3.12 0.398
H 3.71 0.08 3.32 0.260
```

---

ORCA calculation (ωB97M-V/def2-TZVPD) on a molecular structure, C19H28N6O2PdS2.

- net charge = +2
- LUMO level (Eh) = -0.229
- 2S+1 = 1
- HOMO energy (eV) = -14.384
- Kohn-Sham gap (eV) = 8.143

```
58
Properties=species:S:1:pos:R:3:mulliken_charge:R:1
Pd 0.25 0.44 0.67 1.022
C 3.26 1.49 -0.89 -0.761
C 3.27 0.61 0.31 0.610
N 2.21 0.10 0.90 -0.138
C 2.52 -0.74 1.95 -0.384
C 3.84 -0.83 2.21 -0.180
S 4.71 0.12 1.08 -0.110
C 1.38 -1.47 2.50 -0.180
C 1.33 -2.41 3.47 -0.229
S -0.26 -2.99 3.64 -0.097
C -0.81 -1.96 2.40 0.558
N 0.15 -1.21 1.89 -0.247
C -2.23 -2.00 1.96 -0.796
H 2.24 1.71 -1.17 -0.201
H 3.77 0.99 -1.72 0.439
H 3.78 2.42 -0.68 0.382
H 4.34 -1.42 2.95 0.462
H 2.14 -2.78 4.07 0.457
H -2.87 -2.32 2.78 0.458
H -2.35 -2.71 1.14 0.309
H -2.55 -1.02 1.63 -0.074
N -1.72 0.79 0.40 -0.532
C -2.81 1.08 0.14 0.394
N -4.03 1.41 -0.16 0.103
C -4.75 2.48 0.56 -0.428
C -5.99 1.88 1.20 -0.659
O -6.77 1.22 0.23 -0.364
C -6.09 0.13 -0.35 -0.503
C -4.85 0.61 -1.09 -0.573
H -5.04 3.23 -0.17 0.269
H -4.09 2.93 1.30 0.450
H -6.60 2.66 1.64 0.363
H -5.70 1.17 1.99 0.327
H -6.78 -0.35 -1.04 0.360
H -5.81 -0.60 0.43 0.297
H -5.14 1.26 -1.92 0.278
H -4.26 -0.22 -1.47 0.494
C 0.19 4.48 2.01 -1.143
N -0.30 4.46 0.63 0.199
C -0.89 5.71 0.14 -0.639
C -0.72 5.81 -1.36 -0.731
C -1.21 4.54 -2.01 -0.677
N -0.56 3.37 -1.41 0.403
C -0.35 2.24 -2.29 -1.176
C -0.09 3.40 -0.15 0.506
O 0.58 2.42 0.35 -0.670
H 1.19 4.92 2.06 0.339
H 0.23 3.47 2.41 0.307
H -0.49 5.08 2.60 0.433
H -0.39 6.54 0.64 0.456
H -1.94 5.75 0.42 0.279
H 0.34 5.96 -1.61 0.296
H -1.27 6.67 -1.74 0.373
H -0.97 4.54 -3.07 0.481
H -2.30 4.44 -1.92 0.246
H 0.58 2.34 -2.86 0.366
H -1.18 2.20 -3.00 0.422
H -0.33 1.30 -1.75 0.355
```

---

no.,energy (hartree)
1,-1755.77019
2,-2829.32179
3,-1861.91666
4,-1984.23848
5,-2685.95148
6,-1076.00580
7,-1766.25059
8,-2143.61725